Record 1
C26H33N3O6 | ωB97M-V/def2-TZVPD

```
68
Properties=species:S:1:pos:R:3:forces:R:3:lowdin_charge:R:1
C -0.318 -1.029 -3.634 0.248 0.165 -0.208 -0.06
H -0.810 -0.916 -4.599 0.055 -0.036 0.016 0.10
O -1.360 -1.292 -2.716 -0.227 -0.096 0.479 -0.07
C -1.030 -1.623 -1.438 -0.229 -0.085 -0.096 -0.19
C 0.222 -1.420 -0.881 -0.012 -0.057 0.041 0.02
C 0.464 -1.794 0.436 -0.552 -0.160 -0.104 -0.12
C -0.566 -2.358 1.180 0.170 -0.015 0.061 0.04
C -1.834 -2.551 0.650 -0.104 -0.041 -0.027 -0.17
C -2.083 -2.182 -0.681 -0.097 0.097 -0.269 -0.12
O -3.259 -2.262 -1.362 0.543 0.220 0.158 -0.05
C -4.353 -2.990 -0.856 -0.504 -0.244 0.106 -0.07
H -5.093 -2.974 -1.656 0.039 -0.028 0.058 0.10
H -4.082 -4.024 -0.632 -0.023 0.068 -0.016 0.10
H -4.773 -2.526 0.039 0.025 -0.067 -0.108 0.09
O -2.870 -3.080 1.380 0.158 0.240 -0.514 -0.11
C -2.618 -3.494 2.700 0.035 -0.069 0.246 -0.07
H -2.315 -2.657 3.337 0.008 -0.039 -0.026 0.10
H -3.564 -3.896 3.061 0.092 0.016 0.031 0.10
H -1.854 -4.277 2.740 -0.014 0.043 0.003 0.10
H -0.351 -2.614 2.204 -0.038 0.010 0.104 0.11
C 1.701 -1.460 1.193 0.235 -0.022 0.131 -0.39
O 1.618 -1.228 2.396 -0.037 -0.094 0.144 0.03
N 2.891 -1.352 0.562 0.063 -0.151 0.170 -0.05
C 3.275 -1.899 -0.715 0.055 -0.140 -0.414 -0.13
H 2.468 -2.511 -1.115 0.130 -0.003 0.040 0.12
C 3.685 -0.778 -1.689 -0.124 0.024 0.087 -0.10
C 3.989 0.517 -0.919 0.226 -0.048 -0.458 -0.28
N 2.777 1.208 -0.507 0.408 0.059 0.167 0.14
C 1.749 1.511 -1.304 -0.217 0.318 0.481 -0.43
O 1.688 1.266 -2.498 0.041 0.069 -0.425 0.04
C 0.597 2.214 -0.557 0.087 0.040 -0.173 -0.19
N 0.252 1.556 0.690 -0.045 -0.021 -0.288 0.13
C 0.863 1.836 1.860 -0.427 -0.310 0.148 -0.52
O 1.931 2.431 1.889 0.374 0.316 0.140 0.03
C 0.158 1.332 3.086 0.118 0.005 0.145 0.02
H 0.454 0.293 3.232 -0.059 0.016 0.003 0.06
H -0.921 1.390 2.975 -0.121 0.017 0.010 0.08
H 0.481 1.906 3.950 0.001 0.081 -0.005 0.09
H -0.596 1.010 0.692 -0.002 0.051 0.152 0.13
H 0.958 3.220 -0.298 -0.087 -0.128 -0.039 0.16
C -0.644 2.304 -1.455 0.178 0.066 0.136 -0.08
C -1.832 2.810 -0.689 -0.038 -0.023 -0.098 -0.23
C -1.930 4.149 -0.331 -0.024 -0.044 -0.016 -0.04
C -3.003 4.600 0.416 0.018 0.088 0.027 -0.08
C -3.991 3.717 0.817 -0.098 -0.002 0.063 -0.09
C -3.904 2.382 0.463 -0.091 -0.023 0.088 -0.08
C -2.829 1.931 -0.285 0.019 0.068 -0.062 -0.04
H -2.774 0.889 -0.571 0.025 -0.141 -0.064 0.11
H -4.675 1.689 0.767 -0.067 -0.054 0.021 0.10
H -4.829 4.070 1.401 -0.067 0.029 0.040 0.10
H -3.070 5.644 0.686 -0.005 0.085 0.020 0.10
H -1.162 4.842 -0.644 0.098 0.089 -0.039 0.12
H -0.410 2.959 -2.295 -0.006 -0.114 -0.018 0.14
H -0.861 1.312 -1.852 0.005 -0.022 -0.098 0.11
H 2.759 1.594 0.435 -0.156 0.040 -0.046 0.11
C 4.804 0.173 0.327 -0.169 0.029 -0.151 -0.10
H 5.718 -0.329 0.006 0.030 0.065 -0.035 0.12
C 3.994 -0.733 1.272 0.014 0.154 0.356 -0.12
H 3.561 -0.160 2.094 0.122 -0.101 -0.095 0.12
H 4.641 -1.505 1.706 -0.061 0.064 0.040 0.13
H 5.089 1.084 0.852 0.089 0.005 0.027 0.12
H 4.568 1.181 -1.576 -0.053 -0.132 0.112 0.15
H 4.579 -1.076 -2.236 0.036 0.006 -0.018 0.12
H 2.908 -0.572 -2.423 0.060 -0.066 0.002 0.09
H 4.136 -2.557 -0.538 -0.118 -0.031 -0.008 0.13
H 0.977 -0.924 -1.460 0.150 0.075 -0.180 0.09
H 0.228 -0.111 -3.401 -0.066 -0.105 0.022 0.06
H 0.384 -1.867 -3.681 -0.014 -0.008 0.023 0.10
```
Forces are in eV/Å.

Its total energy is -1626.299447 Eh. The LUMO energy comes out at 0.659 eV. The value obtained for the frontier orbital gap is 8.78 eV. The SMILES is COc1cc(C(=O)N2CCC(NC(=O)[C@@H](Cc3ccccc3)NC(C)=O)CC2)cc(OC)c1OC. The total charge is 0. The calculation puts the highest occupied orbital energy at -8.1 eV. For the energy relative to the best compared isomer or geometry (same formula, charge and spin), the calculation gives 11.93 kJ/mol.

Record 2
C26H33N5O2S5Sr | ωB97M-V/def2-TZVPD

```
72
Properties=species:S:1:pos:R:3:forces:R:3:lowdin_charge:R:1
Sr -0.282 -0.441 0.252 -2.249 -0.825 -12.172 1.16
C -2.177 -0.914 -4.466 -0.117 0.057 0.145 -0.01
C -2.076 -1.108 -2.966 0.038 -0.875 -0.475 -0.28
N -1.793 -0.154 -2.179 0.400 0.731 0.521 -0.01
N -1.579 1.095 -2.800 -0.200 -0.113 0.060 -0.10
C -0.377 1.526 -2.728 -0.068 -0.155 0.178 -1.12
S 0.992 0.692 -2.035 0.218 0.952 -0.265 0.49
S -0.021 3.165 -3.335 0.195 -0.154 0.077 0.86
C -1.651 3.961 -3.261 0.021 -0.170 0.074 -0.44
C -2.004 4.412 -1.867 -0.067 0.097 -0.071 -0.29
C -1.924 5.756 -1.522 0.049 0.161 0.036 -0.05
C -2.250 6.189 -0.239 -0.018 -0.095 -0.004 -0.09
C -2.671 5.273 0.718 0.060 0.016 -0.091 -0.10
C -2.749 3.924 0.383 -0.033 0.083 0.057 -0.09
C -2.416 3.501 -0.896 -0.045 0.208 0.240 -0.04
C -2.088 -2.515 -2.459 -0.230 0.352 -0.323 -0.12
C -3.049 -3.423 -2.890 -0.262 -0.082 -0.035 -0.07
C -2.966 -4.777 -2.601 -0.005 0.020 -0.019 -0.12
C -1.837 -5.244 -1.922 -0.074 -0.016 0.010 -0.12
C -0.850 -4.373 -1.512 -0.180 -0.180 0.148 -0.04
C -0.969 -2.975 -1.712 -0.281 -0.463 -0.253 -0.44
O -0.085 -2.167 -1.283 0.973 0.185 0.769 -0.34
H -1.173 -0.748 -4.866 -0.027 -0.040 0.035 0.09
H -2.764 -0.024 -4.709 0.047 -0.104 0.053 0.08
H -2.598 -1.797 -4.946 0.037 0.107 0.054 0.07
H -2.367 3.239 -3.651 -0.063 0.107 0.000 0.07
H -1.579 4.812 -3.940 -0.075 -0.044 0.032 0.07
H -1.595 6.477 -2.268 -0.067 -0.080 0.116 0.11
H -2.181 7.244 0.009 -0.009 -0.095 -0.026 0.10
H -2.936 5.606 1.716 0.017 -0.010 -0.071 0.10
H -3.087 3.199 1.121 0.086 0.133 -0.136 0.08
H -2.472 2.461 -1.151 -0.115 -0.296 -0.106 0.08
H -3.902 -3.048 -3.455 0.111 -0.089 0.028 0.11
H -3.745 -5.460 -2.922 0.066 0.062 0.025 0.09
H -1.736 -6.305 -1.709 0.000 0.070 -0.064 0.09
H 0.039 -4.733 -0.998 -0.109 0.077 -0.059 0.10
C -1.289 -0.677 4.745 -0.154 -0.040 -0.374 -0.50
C -2.269 -0.375 3.589 0.301 0.090 0.140 -0.48
S -1.641 0.551 2.120 -1.381 1.533 2.627 0.82
C 0.167 0.461 2.235 0.663 1.089 2.776 -0.65
C 0.762 -0.972 2.113 1.719 -0.745 2.546 -0.65
S -0.459 -2.318 1.919 0.253 -1.981 2.060 0.87
C 0.143 -3.522 3.150 -0.272 0.409 0.232 -0.45
C 0.171 -3.072 4.613 -0.221 0.071 -0.180 -0.53
S -1.361 -2.403 5.320 -0.076 -0.060 -0.004 0.89
H -1.471 -0.016 5.588 -0.100 -0.048 0.063 0.08
H -0.254 -0.537 4.472 0.230 0.222 -0.130 0.04
H -3.118 0.192 3.952 -0.058 0.241 0.017 0.07
H -2.632 -1.303 3.192 -0.181 -0.384 -0.154 0.03
H 0.511 0.952 3.131 0.087 -0.017 0.233 0.09
H 0.562 1.082 1.420 0.271 0.629 0.864 0.05
H 1.390 -1.172 2.971 -0.023 0.004 0.127 0.09
H 1.452 -0.983 1.256 0.641 -0.318 0.966 0.02
H 1.130 -3.844 2.853 0.344 -0.114 -0.139 0.08
H -0.524 -4.368 3.040 -0.201 -0.117 -0.119 0.08
H 0.950 -2.338 4.793 0.204 0.073 -0.008 0.07
H 0.416 -3.943 5.224 -0.005 0.007 0.016 0.08
C 6.536 0.570 -0.643 -0.144 0.024 0.119 -0.02
N 5.308 0.467 0.121 0.162 0.093 0.110 -0.09
C 5.157 0.868 1.507 0.023 -0.010 -0.160 -0.03
C 3.678 0.562 1.739 -0.344 0.000 0.217 -0.46
O 3.109 0.703 2.815 0.169 -0.049 -0.374 0.04
N 3.111 0.113 0.575 0.468 -0.039 -0.040 0.15
C 4.105 0.070 -0.330 -0.184 -0.029 0.124 -0.40
N 3.938 -0.390 -1.567 -0.038 -0.002 0.003 0.20
H 6.657 1.553 -1.103 -0.040 0.010 0.001 0.10
H 6.565 -0.193 -1.420 -0.005 -0.025 0.032 0.09
H 7.382 0.395 0.019 -0.005 -0.017 0.012 0.09
H 5.356 1.930 1.664 -0.009 0.010 -0.012 0.14
H 5.789 0.285 2.177 0.002 -0.014 0.015 0.14
H 2.983 -0.500 -1.883 -0.136 -0.019 -0.092 0.00
H 4.605 -0.153 -2.279 0.017 -0.008 -0.007 0.11
```
Forces are in eV/Å.

Its total energy is -3456.399880 Eh. The LUMO energy comes out at 0.125 eV. The value obtained for the frontier orbital gap is 6.65 eV. The total charge is 0. The calculation puts the highest occupied orbital energy at -6.5 eV. For the energy relative to the best compared isomer or geometry (same formula, charge and spin), the calculation gives 363.56 kJ/mol.

Record 3
C26H34BKN8O2P | ωB97M-V/def2-TZVPD

```
73
Properties=species:S:1:pos:R:3:forces:R:3:lowdin_charge:R:1
K 0.942 0.681 -0.141 0.201 0.273 -0.857 0.81
B 0.333 -0.533 -3.526 -0.157 0.015 0.358 -0.42
N 1.490 -0.948 -2.593 0.239 -0.126 -0.388 -0.10
C 2.782 -0.676 -2.795 0.523 -0.069 0.041 -0.08
C 3.490 -1.050 -1.669 0.137 0.065 -0.039 -0.06
C 2.510 -1.552 -0.815 0.262 -0.380 -0.180 -0.22
N 1.310 -1.473 -1.384 -0.251 -0.961 0.207 -0.08
N -0.005 0.911 -3.110 0.078 0.140 -0.493 -0.10
C 0.534 2.022 -3.621 0.024 0.470 -0.145 -0.08
C 0.084 3.103 -2.888 0.105 0.130 -0.070 -0.05
C -0.746 2.528 -1.928 -0.136 0.232 -0.218 -0.20
N -0.781 1.205 -2.067 -0.707 -0.003 0.243 -0.06
H 0.699 -0.546 -4.653 0.173 0.032 -0.366 0.08
H -0.620 -1.230 -3.332 -0.184 -0.166 0.049 0.05
H 3.134 -0.270 -3.723 -0.018 0.109 -0.200 0.13
H 4.551 -0.998 -1.517 0.094 0.015 0.030 0.09
H 2.626 -2.000 0.157 -0.038 0.002 0.173 0.10
H 1.170 1.993 -4.485 0.113 -0.096 -0.098 0.12
H 0.305 4.142 -3.048 0.001 0.071 -0.005 0.10
H -1.364 3.026 -1.201 -0.019 0.006 0.161 0.10
C 4.453 -1.859 3.484 0.198 -0.322 0.108 -0.06
O 3.763 -0.647 3.675 -0.202 0.413 0.011 -0.08
C 4.027 0.402 2.850 -0.137 0.367 0.129 -0.22
C 4.854 0.380 1.740 -0.077 -0.226 0.118 -0.01
C 5.019 1.530 0.983 -0.038 0.145 -0.033 -0.07
C 4.373 2.704 1.330 0.087 0.011 -0.058 -0.07
C 3.565 2.745 2.453 0.041 -0.250 0.284 -0.01
C 3.387 1.600 3.214 0.694 -0.145 -0.692 -0.19
N 2.692 1.590 4.427 -0.414 -0.221 0.525 0.13
C 1.566 2.205 4.758 0.111 -0.062 -0.081 0.01
C 0.587 2.741 3.929 0.022 -0.032 -0.390 -0.13
C -0.355 3.625 4.524 -0.187 0.142 0.031 -0.04
C -1.387 4.160 3.823 0.082 0.175 0.438 -0.09
C -1.556 3.811 2.467 0.150 -0.150 -0.121 -0.06
C -0.719 2.924 1.872 -0.141 0.149 -0.248 -0.01
C 0.394 2.327 2.548 -0.004 -0.111 0.433 -0.37
O 1.087 1.447 1.983 -0.034 0.477 1.471 -0.20
H 5.532 -1.716 3.581 -0.015 -0.039 -0.038 0.10
H 4.225 -2.312 2.516 -0.004 0.057 -0.027 0.09
H 4.098 -2.514 4.278 0.115 -0.029 -0.114 0.10
H 5.380 -0.520 1.467 0.031 -0.138 -0.029 0.11
H 5.677 1.511 0.128 0.040 -0.025 -0.091 0.11
H 4.533 3.600 0.750 -0.029 0.066 -0.055 0.11
H 3.101 3.671 2.760 -0.106 0.056 0.030 0.13
H 3.114 0.982 5.121 -0.079 0.241 0.037 0.17
H 1.391 2.276 5.828 0.107 -0.060 0.007 0.15
H -0.202 3.894 5.559 -0.065 0.044 0.157 0.11
H -2.072 4.849 4.289 -0.049 0.077 0.089 0.10
H -2.367 4.260 1.911 -0.095 -0.040 -0.098 0.11
H -0.863 2.627 0.845 -0.080 0.048 -0.115 0.07
C -4.656 -2.486 -0.898 -0.562 -0.102 0.081 -0.12
N -3.544 -1.910 -1.754 -0.311 -0.163 -0.285 -0.07
C -2.599 -3.052 -2.118 0.433 -0.238 -0.533 -0.11
N -2.140 -3.716 -0.963 -0.023 -0.485 -0.080 -0.15
C -3.244 -4.227 -0.177 -0.081 -0.114 -0.040 -0.16
N -4.134 -3.153 0.236 -0.268 -0.251 0.040 -0.16
C -3.518 -2.260 1.202 0.373 0.430 0.309 -0.32
P -1.986 -1.376 0.539 -0.544 -0.387 -0.273 1.07
C -2.830 -0.826 -1.045 0.602 0.526 0.507 -0.28
C -1.213 -2.914 -0.189 0.293 0.325 0.211 -0.32
H -5.213 -3.199 -1.517 0.119 0.174 -0.027 0.15
H -5.315 -1.669 -0.591 0.131 -0.013 -0.157 0.15
H -3.939 -1.531 -2.618 0.026 -0.043 0.050 0.19
H -1.756 -2.616 -2.668 -0.303 -0.035 0.070 0.11
H -3.160 -3.740 -2.759 -0.039 0.168 0.060 0.15
H -2.861 -4.736 0.707 -0.011 -0.001 -0.041 0.14
H -3.816 -4.939 -0.780 0.060 0.022 0.056 0.14
H -3.237 -2.847 2.080 -0.031 0.086 -0.005 0.09
H -4.258 -1.520 1.522 0.096 -0.040 0.036 0.09
H -2.059 -0.386 -1.692 -0.267 -0.117 0.032 0.04
H -3.550 -0.038 -0.803 0.026 -0.075 -0.074 0.10
H -0.812 -3.527 0.621 0.039 0.044 0.023 0.10
H -0.374 -2.597 -0.820 -0.120 -0.085 0.158 0.05
```
Forces are in eV/Å.

Its total energy is -2565.630768 Eh. The LUMO energy comes out at -2.714 eV. The value obtained for the frontier orbital gap is 7.42 eV. The total charge is +1. The calculation puts the highest occupied orbital energy at -10.1 eV. For the energy relative to the best compared isomer or geometry (same formula, charge and spin), the calculation gives 150.17 kJ/mol.

Among the records above, which one has the lowest total energy?
C26H33N5O2S5Sr